[1]
ORCA calculation (the ωB97M-V functional and the def2-TZVPD basis) on C27H26ClN4O2Zn as an isolated structure.

Cartesian coordinates (Å):
1 C 3.32340 -0.99644 -1.80900
2 C 0.10531 -2.54160 2.71468
3 H 1.77648 -2.43754 -1.38785
4 O 0.36250 0.60990 -2.51643
5 C -3.07953 -1.48010 -1.20755
6 C -0.41042 -2.45733 1.42371
7 H -5.04239 0.35147 2.79321
8 H 3.60627 2.92107 0.33616
9 H 3.51420 1.50328 1.37712
10 H 2.09305 2.02446 0.44227
11 C 3.17965 1.92185 0.42503
12 C 1.87416 4.45917 -2.69110
13 H -2.88256 -4.70790 1.76501
14 C 0.57727 2.80788 -1.48932
15 H 1.56021 -1.54579 -2.92050
16 N -2.23812 -0.60223 -0.71039
17 C 2.09753 3.52342 -3.71424
18 C -4.66791 -1.14728 0.54115
19 H 1.81918 -1.51476 3.49682
20 H 3.74118 -0.47437 -2.67384
21 C -2.61546 0.10375 0.41077
22 C -1.48856 -3.26124 1.05754
23 C 0.81522 1.83318 -2.51248
24 N 1.19204 -1.67479 2.72703
25 H 3.63674 1.66384 -1.67165
26 H -0.01767 -3.41231 4.69435
27 H -0.70183 3.46154 0.13121
28 H -2.76170 -1.99903 -2.10718
29 H 2.06526 -0.41784 1.23317
30 H -1.43225 2.62983 2.35848
31 H 2.67868 3.81376 -4.58055
32 C -2.04306 -4.07461 2.02454
33 C -1.77209 1.16612 0.86119
34 C -4.11966 0.56449 2.26781
35 C 3.62179 1.07499 -0.74946
36 H 2.78201 -2.81935 -2.78402
37 C 2.28944 -2.00448 -2.25191
38 N 0.35777 -1.54200 0.68405
39 H -1.85853 -3.27823 0.04204
40 Cl 2.55771 6.05026 -2.81544
41 C 1.10684 4.11370 -1.62235
42 H -4.96922 -2.50828 -1.08031
43 H 1.72577 1.54257 -4.42437
44 C 1.57039 2.26262 -3.62996
45 C -0.44000 -3.36037 3.69792
46 C -0.30040 2.58088 -0.37556
47 C 1.29420 -1.11886 1.50837
48 O 2.73988 -0.03514 -0.92555
49 H -3.50065 2.08149 3.61694
50 Zn -0.10547 -0.28225 -0.90376
51 H -5.59904 -1.38248 1.04435
52 C -4.32222 -1.77434 -0.61986
53 H 4.63468 0.70090 -0.57399
54 C -2.08870 1.84450 2.00177
55 N -0.67070 1.41013 0.00920
56 C -3.26772 1.52978 2.71592
57 C -3.81350 -0.16456 1.09253
58 H -1.99959 -4.76884 4.06134
59 H 4.14579 -1.49623 -1.28945
60 H 0.89884 4.84702 -0.85041
61 C -1.53448 -4.11727 3.33283

Forces on the atoms, in the same order (eV/Å):
C -0.137 0.013 0.018
C 0.141 0.178 0.035
H 0.073 -0.009 -0.057
O 0.057 0.004 -0.060
C 0.132 0.098 -0.054
C 0.025 0.025 -0.203
H 0.032 -0.011 0.000
H -0.004 -0.004 0.043
H -0.039 -0.026 -0.018
H 0.125 -0.014 0.002
C -0.011 -0.036 0.077
C 0.122 0.028 -0.151
H 0.045 0.020 0.015
C -0.036 0.005 -0.097
H -0.007 0.004 0.014
N -0.171 0.136 0.300
C -0.009 0.027 -0.037
C -0.049 -0.004 0.047
H 0.020 0.032 -0.005
H 0.018 0.019 -0.062
C 0.078 -0.067 -0.216
C -0.017 -0.049 -0.084
C -0.071 -0.007 0.181
N -0.059 -0.091 0.005
H -0.033 0.006 -0.024
H -0.050 0.012 -0.055
H -0.055 0.036 -0.049
H -0.015 0.006 0.070
H -0.008 0.009 0.000
H -0.044 -0.002 -0.007
H 0.005 -0.002 0.033
C -0.009 0.005 -0.018
C 0.116 -0.027 -0.210
C -0.050 -0.021 -0.005
C -0.063 0.068 0.031
H -0.044 0.018 -0.017
C -0.046 -0.049 0.053
N 0.017 0.132 -0.017
H 0.015 0.019 0.082
Cl -0.032 -0.053 -0.004
C -0.142 -0.065 0.201
H 0.021 0.023 0.004
H 0.001 0.034 0.029
C 0.033 -0.027 -0.050
C 0.032 -0.037 0.029
C 0.006 0.046 -0.118
C -0.102 -0.134 0.054
O 0.124 -0.083 0.149
H 0.013 -0.004 -0.015
Zn -0.065 -0.219 -0.085
H 0.023 0.026 -0.031
C -0.069 -0.038 -0.034
H 0.065 -0.007 -0.049
C 0.033 0.066 0.082
N -0.144 -0.044 0.309
C 0.042 0.054 0.012
C 0.006 -0.046 -0.014
H 0.030 0.018 -0.030
H 0.090 0.008 0.031
H 0.012 -0.029 -0.027
C 0.027 0.031 -0.005

- Spin multiplicity: 1
- Electronic energy: -99414.142 eV
- Net charge: +1

---

[2]
ORCA calculation (the ωB97M-V functional and the def2-TZVPD basis) on a 2-piece molecular cluster, C2H5F3O overall at a distorted geometry.

Cartesian coordinates (Å):
1 H -1.48634 -1.26885 -0.15437
2 H 0.92176 -1.13426 -5.80591
3 F 0.00000 0.00000 0.00000
4 C 0.08397 -1.90884 -1.58000
5 H -0.15372 -2.99195 -1.56410
6 C -0.38506 -1.28145 -0.26612
7 F 1.44344 -1.85909 -1.64034
8 H 0.80057 -0.57605 -7.25447
9 O 0.36337 -1.18249 -6.61469
10 F -0.54375 -1.31536 -2.68161
11 H 0.03050 -1.88562 0.56317

Forces on the atoms, in the same order (eV/Å):
H 0.438 -0.434 -0.499
H -0.600 -0.013 -0.856
F 0.569 0.599 -0.654
C -0.825 -0.096 0.414
H -0.288 0.603 -0.231
C -0.724 -0.663 1.044
F -0.294 0.595 -0.667
H -0.445 -0.649 0.729
O 1.033 0.661 0.144
F 1.293 -0.554 1.082
H -0.156 -0.048 -0.505

- Spin multiplicity: 1
- SMILES: FCC(F)F.O
- Electronic energy: -12354.545 eV
- Net charge: 0

---

[3]
ORCA calculation (the ωB97M-V functional and the def2-TZVPD basis) on a 5-piece molecular cluster, C19H30O9 overall at a distorted geometry.

Cartesian coordinates (Å):
1 H -4.52328 29.92914 -7.83878
2 H -3.57619 23.24676 -6.16223
3 H 0.34629 25.40248 -6.20681
4 C 0.01416 25.33285 -5.17320
5 H -1.51942 29.51482 -5.83488
6 H -6.00866 30.60079 -10.11747
7 C 2.96076 25.15744 -9.22210
8 H 0.97750 25.56131 -8.49077
9 C -0.75316 29.37910 -6.59332
10 H 2.86501 24.23539 -8.64916
11 H -1.01015 25.65471 -5.00837
12 O 1.11666 25.68618 -10.59668
13 C -5.59261 31.17136 -9.29059
14 H -0.49154 30.37226 -6.98548
15 O -5.48312 31.24056 -5.74821
16 C 1.62892 25.93760 -9.27667
17 C -3.07749 24.99367 -7.44862
18 O 2.09740 26.22139 -2.57092
19 C 2.01281 25.06675 -11.38440
20 C -5.51744 30.32968 -8.01231
21 O 1.68508 24.63053 -12.44496
22 C -6.44784 32.37985 -8.83516
23 H 3.73809 25.72157 -8.70328
24 H -1.04874 29.63421 -9.52652
25 C 1.37131 25.62642 -3.30057
26 H -4.57079 31.47397 -9.51626
27 O -0.90970 27.42963 -7.92431
28 C -5.71991 31.38734 -6.92173
29 H -6.29202 29.59820 -7.78343
30 H -2.37363 24.50149 -8.11945
31 H -2.45556 30.19304 -8.60412
32 H 3.91888 25.83868 -10.99076
33 H 3.85376 24.06654 -10.99200
34 H -7.50205 32.24743 -9.08301
35 H 1.71159 23.49154 -2.92859
36 O 0.82081 26.24893 -4.37365
37 C -3.98484 24.19507 -6.51233
38 C -5.21752 23.98102 -7.38133
39 H 1.66769 27.01588 -9.13516
40 H 0.18589 28.99685 -6.19685
41 C -1.89697 29.30760 -8.91051
42 C 0.94161 24.18131 -3.25540
43 H -6.05642 33.24141 -9.37905
44 H 1.17975 23.42143 -5.17166
45 H -0.51051 23.34154 -4.68394
46 C -4.13346 25.80896 -8.17809
47 C -1.17394 28.60506 -7.79338
48 H -4.19198 24.77024 -5.60931
49 O -4.10454 26.97005 -8.44459
50 O -6.24304 32.49850 -7.44629
51 C 0.38560 23.96901 -4.66224
52 O -5.26301 25.07980 -8.32373
53 H -2.56969 28.71048 -9.51685
54 C 3.33775 24.96698 -10.67590
55 H -5.07804 23.09655 -8.00103
56 H -2.43994 25.69055 -6.90478
57 H 0.16442 24.13714 -2.48302
58 H -6.08901 23.93319 -6.73402

Forces on the atoms, in the same order (eV/Å):
H -0.207 -0.509 -0.049
H 0.039 -0.049 -0.174
H -0.462 0.568 -0.079
C 1.521 0.628 0.313
H -0.115 -0.201 -0.017
H -0.014 0.281 -0.169
C 0.648 0.532 0.670
H -0.490 -0.043 -0.411
C 0.992 1.195 -0.611
H -0.234 -0.156 -0.290
H -0.172 -0.358 -0.284
O -0.577 0.209 0.713
C -0.490 -0.831 0.772
H -0.226 0.115 0.351
O -0.229 0.485 -0.716
C 0.445 -0.405 -0.010
C 0.227 0.999 0.689
O 0.289 0.105 0.606
C -0.387 -0.495 0.063
C 0.341 1.187 0.797
O 0.262 0.020 -0.506
C 0.760 -0.590 -1.659
H -0.119 0.066 0.054
H -0.281 0.232 -0.258
C 0.346 0.185 -0.477
H -0.109 0.170 -0.259
O 0.349 -0.265 0.195
C 0.462 -1.267 0.745
H 0.077 -0.254 -0.597
H -0.491 -0.530 -0.154
H 0.273 0.109 0.196
H 0.109 -0.145 -0.175
H 0.051 -0.057 0.243
H -0.031 0.024 0.278
H 0.249 0.154 -0.188
O -0.219 -0.243 -0.438
C 0.694 -0.493 -0.291
C 0.554 -0.356 -0.223
H 0.397 0.027 -0.061
H -0.299 -0.391 0.312
C 0.253 0.771 -0.126
C -1.063 0.401 0.312
H -0.322 0.345 0.481
H -0.216 0.456 -0.760
H 0.233 -0.192 0.103
C 0.163 0.219 0.501
C -1.103 -1.131 -0.216
H -0.180 0.196 -0.164
O 0.167 0.356 -0.633
O -0.248 0.884 0.386
C -0.490 -1.643 0.956
O -0.328 -0.151 0.787
H 0.263 -0.518 0.222
C -0.130 0.453 -0.296
H -0.367 -0.293 0.267
H -0.110 0.099 -0.060
H -0.033 -0.008 -0.084
H -0.421 0.100 -0.576

- Spin multiplicity: 1
- SMILES: O=C1CCCO1.O=C1CCCO1.O=C1CCCO1.O=C1CCCO1.CC(C)=O
- Electronic energy: -38616.957 eV
- Net charge: 0

---

[4]
ORCA calculation (the ωB97M-V functional and the def2-TZVPD basis) on one molecule with the formula C6H12O at a distorted geometry.

Cartesian coordinates (Å):
1 H 2.50749 0.23399 -1.14790
2 H -0.58494 0.26704 -1.92214
3 C -0.67490 1.08333 -1.20694
4 H -1.77995 -1.48492 -0.82668
5 H 0.09008 -0.53923 2.00013
6 C -1.99171 -0.99341 0.11378
7 H -2.29636 0.72919 0.58778
8 H 0.51469 1.84796 0.52894
9 C 0.09471 0.92826 0.08779
10 H -3.10997 -1.10054 0.26964
11 H 2.84362 0.82357 0.49982
12 C 2.43977 -0.01101 -0.08311
13 C 0.99741 -0.26988 0.30515
14 C -1.40826 0.59852 0.04135
15 H 0.60035 -1.09431 -0.30897
16 O 0.99392 -0.64034 1.67626
17 H -0.72823 2.06715 -1.69229
18 H -1.55810 -1.54932 0.95992
19 H 3.05038 -0.89604 0.11747

Forces on the atoms, in the same order (eV/Å):
H 0.013 -0.036 0.129
H 0.251 0.180 -0.068
C -0.498 -0.547 0.295
H 0.203 -0.455 -0.082
H 0.143 -0.029 -0.021
C 0.835 0.453 -0.447
H -0.450 3.429 0.790
H -0.721 -0.377 0.004
C -0.611 -0.513 0.142
H 1.189 0.881 -0.259
H -0.052 -0.097 -0.074
C 0.040 0.036 -0.036
C 0.022 0.113 -0.378
C -0.074 -2.968 -0.404
H 0.104 0.041 0.117
O -0.108 0.002 0.167
H -0.358 -0.378 0.590
H 0.149 0.151 -0.423
H -0.074 0.115 -0.042

- Spin multiplicity: 1
- SMILES: C[C@@H]1C[C@@H]1[C@@H](C)O
- Electronic energy: -8461.658 eV
- Net charge: 0

---

[5]
ORCA calculation (the ωB97M-V functional and the def2-TZVPD basis) on one molecule with the formula C5H9NO2 at a distorted geometry.

Cartesian coordinates (Å):
1 H -1.71242 1.68053 1.13254
2 H 0.99432 1.01396 0.94291
3 O 0.24573 1.72528 -1.31466
4 H -0.14548 -0.23035 -2.65567
5 C 1.03318 0.03132 0.37564
6 C -1.43009 -0.14179 0.10639
7 H -0.13711 -1.79215 1.05809
8 N 2.33695 -0.69326 0.28496
9 C -0.31248 -0.73985 0.93653
10 C 0.61011 0.58148 -1.07017
11 O 0.23061 -0.59259 -1.75724
12 H -2.50664 1.48591 -0.49901
13 H -2.00655 -0.71702 -0.71559
14 H 2.65994 -0.87629 1.18885
15 C -1.86748 1.05745 0.27951
16 H -0.41168 -0.33234 2.02636
17 H 2.41909 -1.46029 -0.31946

Forces on the atoms, in the same order (eV/Å):
H 0.735 0.402 0.356
H 1.148 -1.361 -0.312
O 1.795 -2.728 -0.545
H 0.836 -1.151 2.201
C -0.560 0.669 -1.454
C -1.572 -3.984 -0.336
H -0.292 -0.554 -0.669
N -1.776 3.057 0.513
C 1.036 2.676 1.323
C -1.712 -0.585 1.725
O 0.326 3.323 -2.987
H -0.086 -0.118 0.507
H 1.717 0.639 1.286
H 0.725 -0.567 1.312
C -1.880 2.050 -0.299
H 0.052 -0.701 -1.795
H -0.490 -1.066 -0.826

- Spin multiplicity: 1
- SMILES: C=CC[C@@H](N)C(=O)O
- Electronic energy: -10913.694 eV
- Net charge: 0

---

[6]
ORCA calculation (the ωB97M-V functional and the def2-TZVPD basis) on a 9-piece molecular cluster, C22H41Cl8FN4O4 overall at a distorted geometry.

Cartesian coordinates (Å):
1 H 0.79996 -10.44797 1.70934
2 H -10.43116 1.16659 7.45859
3 H 5.52800 0.39717 -8.55916
4 H -3.96064 -8.45953 -3.93529
5 C -1.05047 -0.67079 -0.86972
6 Cl 8.16612 -1.22011 -0.42533
7 C 3.50137 -7.46276 -0.64442
8 C -4.21346 -10.39633 -2.64600
9 C -3.60365 9.94191 4.70965
10 H 9.73481 7.20676 0.21892
11 O 7.39761 8.33114 -2.61385
12 H -5.27560 6.50412 5.44682
13 H -11.45452 0.19030 6.35213
14 H -3.90649 10.46303 5.61785
15 H -5.40303 -11.76251 -0.04248
16 H 4.37621 -7.73785 -1.23355
17 C -10.49026 0.26058 6.85548
18 C -3.67568 -9.00047 -3.03291
19 Cl 3.44976 1.23907 -8.00623
20 N -4.24213 -10.65528 -1.35212
21 C 5.65557 7.08350 -1.49798
22 H 2.57021 -10.62939 1.47891
23 H -3.85698 5.61582 4.75373
24 H -5.14298 8.49477 4.58793
25 H -5.10762 10.12627 -4.63646
26 F 0.75072 0.42954 -1.94104
27 C 1.77246 -9.96730 1.81556
28 O -4.44203 -11.17759 -3.55154
29 Cl 9.16644 -3.63392 1.09375
30 Cl -5.19064 7.77726 -4.42564
31 H 5.13463 6.91551 -2.44058
32 H 4.96561 7.66271 -0.88433
33 C -1.18122 1.72364 -1.34268
34 O 1.12662 -7.80522 0.98137
35 H 3.92210 -9.20237 0.44001
36 H 9.83643 7.23881 -1.56347
37 N 7.88697 7.24097 -0.71049
38 Cl -9.05323 0.04137 5.90367
39 H 5.34614 0.53802 -6.79102
40 H -0.52467 -1.61410 -0.85999
41 H 1.93329 -9.76895 2.87523
42 H -0.72535 2.55360 -1.86205
43 H -3.81661 -12.57954 -0.53223
44 H -2.86294 2.73661 -0.61217
45 C -4.21929 6.25846 5.55613
46 H -3.54894 -8.42501 -2.11592
47 H -2.64197 -9.10309 -3.36314
48 H -2.51482 9.91815 4.66518
49 H -3.50846 -10.16891 -0.85686
50 Cl -10.50734 -1.07693 8.03527
51 H -2.85306 -1.48069 -0.00148
52 H -4.06712 5.66367 6.45678
53 C -4.31820 9.37538 -4.66938
54 H 8.87002 -1.40655 1.90785
55 C 9.23344 -1.81996 0.96705
56 H -4.02452 0.75801 0.16993
57 C -2.31358 -0.62807 -0.38670
58 C 7.02698 7.61931 -1.65536
59 C -3.03876 0.61033 -0.24584
60 C 9.29074 7.60444 -0.69363
61 N 3.14463 -8.59246 0.23105
62 C 2.02430 -8.65402 0.97387
63 C -4.66950 -11.96605 -0.82261
64 H 2.58260 -7.39992 -1.22752
65 Cl 4.39689 -1.47048 -7.55999
66 H -5.12792 -12.49189 -1.66013
67 H 10.25722 -1.45373 0.89063
68 H 5.69236 6.17197 -0.90143
69 C 4.86036 0.22451 -7.71504
70 N -4.18205 8.61068 4.87654
71 Cl -3.35502 9.49419 -3.19573
72 C -0.53039 0.49672 -1.39954
73 H -3.78230 9.38860 -5.61845
74 O -2.46597 7.80932 6.11050
75 C -3.50070 7.56960 5.56016
76 C -2.42953 1.74916 -0.67124
77 H 7.52152 6.55033 -0.07051
78 H 3.72100 -6.58784 -0.03256
79 H 9.39762 8.68622 -0.61340
80 H -3.82967 10.47982 3.78896

Forces on the atoms, in the same order (eV/Å):
H 0.058 0.485 -0.411
H 0.094 -0.011 -0.390
H -0.074 -0.431 0.134
H -1.420 -0.193 0.484
C 0.326 -0.321 -0.413
Cl 1.175 -0.482 1.351
C -1.040 -0.869 0.846
C 0.998 1.223 -3.865
C 0.371 -0.283 0.914
H -0.013 -0.200 -0.123
O -0.813 -0.968 1.489
H -0.096 -0.569 -0.157
H 0.528 0.134 -0.512
H 0.270 0.836 -0.328
H 0.249 -0.459 0.141
H -0.257 0.007 -0.056
C -0.383 -0.383 1.318
C 1.481 -0.264 0.931
Cl -0.186 0.221 0.074
N 0.197 -0.741 2.062
C -1.302 -0.671 0.536
H -0.199 -0.601 0.301
H -0.189 0.238 -0.290
H 0.319 -0.209 0.021
H 0.311 -0.040 -0.076
F -1.363 0.165 0.385
C 1.791 0.780 -0.754
O -0.850 -0.523 0.313
Cl 0.207 1.304 -0.144
Cl 0.157 0.609 -0.894
H 0.373 -0.055 -0.008
H 0.330 0.744 -0.109
C 0.090 -1.540 0.200
O 1.344 -0.312 -0.518
H -0.479 -0.214 0.187
H -0.121 0.042 -0.023
N 0.217 -0.710 0.962
Cl 0.097 0.422 -0.808
H -0.201 -0.072 -0.128
H 0.283 0.127 -0.243
H -0.023 0.175 -0.046
H -0.092 0.264 0.321
H -0.088 0.150 0.420
H -0.470 -0.074 0.210
C -0.308 -0.243 0.057
H -0.516 0.718 -0.319
H 0.476 -0.788 0.301
H -0.008 -0.469 0.450
H -0.442 0.129 0.387
Cl -0.335 -0.161 0.391
H 0.398 -0.424 -0.090
H 0.073 0.442 0.178
C -1.262 -1.057 0.919
H -0.479 -0.205 -0.320
C -0.770 -0.211 -0.169
H -0.067 -0.761 0.185
C -2.875 1.529 1.371
C 0.947 1.842 -2.595
C 1.051 -0.896 -0.240
C -0.087 0.193 0.478
N 1.504 -0.229 0.075
C -2.940 -0.434 1.170
C 0.121 0.686 -0.970
H 0.443 0.983 -0.458
Cl 0.210 -0.038 -0.100
H -0.194 0.072 0.122
H -0.135 -0.409 -0.717
H 0.003 -0.439 -0.386
C 0.250 0.320 0.020
N 0.587 -1.105 -0.526
Cl 0.578 0.681 -0.405
C 1.288 0.704 -0.212
H 0.218 -0.194 0.458
O 1.294 -0.198 0.441
C -1.445 1.891 -0.845
C 1.433 1.227 -1.474
H 0.498 0.204 0.089
H -0.213 0.224 -0.342
H -0.035 0.016 -0.313
H -0.867 -0.333 0.083

- Spin multiplicity: 1
- SMILES: Fc1ccccc1.CNC(C)=O.CNC(C)=O.CNC(C)=O.CNC(C)=O.ClCCl.ClCCl.ClCCl.ClCCl
- Electronic energy: -140525.090 eV
- Net charge: 0